8
Properties=species:S:1:pos:R:3 method="wB97M-V/def2-TZVPD" energy_ha=-946.7952 de_lowest_kj_mol=161.7 homo_ha="-0.304 / -0.304" total_charge=0 orbital_gap_ha="0.2443 / 0.2443"
H -1.94 -1.15 0.24
C -0.86 -0.60 0.31
P 0.78 1.61 0.20
S 2.00 -0.33 0.18
C -0.74 0.82 0.05
O 0.12 -1.31 0.50
H -1.68 1.20 -0.25
N 2.32 -0.25 -1.24